[1]
Density functional theory data (ωB97M-V with the def2-TZVPD basis set) for a structure of composition C43H59BN10NaOS3Te.

Values from the calculation:
Total charge ... -2
Energy above the lowest of the compared OMol25 structures with the same formula, charge and spin ... 0.0 kJ/mol
Maximum force ... 0.57 eV/Å
Highest occupied orbital energy (spin up / spin down) ... -2.155 / -2.617 eV
2S+1 ... 2
Expectation value of S² ... 0.765
Energy ... -107395.8563 eV

```
119
Properties=species:S:1:pos:R:3:forces:R:3
Na -0.3628 0.9911 -0.9129 -0.39 0.15 0.14
C -1.5694 4.5192 4.9475 0.00 0.00 0.00
C -1.1758 3.9179 3.5917 0.00 0.00 0.01
C 0.0256 3.0074 3.8356 -0.01 -0.01 0.01
C -0.7802 5.0261 2.6131 -0.01 0.00 0.00
N -2.3724 3.2359 3.0295 0.00 -0.01 0.00
C -3.5654 3.9450 2.9249 -0.01 0.00 -0.01
C -4.4092 3.2066 2.1926 -0.01 0.02 0.00
N -3.7642 2.0490 1.8214 0.00 -0.02 0.00
B -4.4559 1.1265 0.7925 -0.04 0.02 0.01
N -4.0482 -0.3617 0.9631 0.08 0.01 0.00
C -4.4362 -0.9899 2.1241 -0.01 -0.01 0.03
C -3.8993 -2.2195 2.1457 -0.01 0.01 -0.01
N -3.1606 -2.3645 0.9793 -0.02 -0.02 -0.04
C -3.2515 -1.2001 0.2524 -0.04 -0.04 -0.04
S -2.5464 -0.8942 -1.2600 -0.03 -0.02 -0.02
C -2.4938 -3.6296 0.5666 0.03 0.04 0.05
C -1.0263 -3.3797 0.2217 0.06 -0.02 0.00
C -3.2500 -4.2372 -0.6150 0.01 0.05 0.01
C -2.5342 -4.6147 1.7367 -0.02 0.03 0.00
N -4.3625 1.6303 -0.6687 0.02 -0.02 -0.02
C -5.2699 1.1121 -1.5662 0.01 -0.01 0.00
C -4.9620 1.5649 -2.7890 -0.01 -0.02 0.01
N -3.8422 2.3758 -2.6630 -0.01 -0.04 -0.03
C -3.4884 2.4262 -1.3399 -0.01 0.00 0.02
S -2.2423 3.3484 -0.6377 0.02 0.06 -0.03
C -3.3699 3.1953 -3.8199 -0.01 0.06 0.03
C -1.8794 3.5290 -3.7835 0.00 -0.04 -0.02
C -4.1883 4.4877 -3.8181 0.00 0.01 0.01
C -3.6209 2.3944 -5.1019 -0.02 0.00 -0.02
C -2.4975 2.0613 2.3200 0.04 0.00 -0.04
S -1.3503 0.8416 2.1113 0.03 -0.09 0.00
H -0.6924 4.9946 5.3890 0.00 0.00 0.00
H -1.9156 3.7350 5.6230 0.00 0.00 0.00
H -2.3480 5.2773 4.8662 0.00 0.00 0.00
H 0.7789 3.6089 4.3525 0.00 0.01 0.00
H 0.4507 2.6226 2.9143 0.00 -0.01 -0.01
H -0.2389 2.1552 4.4598 0.01 0.00 0.00
H 0.1152 5.5392 2.9700 0.00 0.00 0.00
H -1.5835 5.7565 2.4984 0.01 0.01 0.00
H -0.5749 4.6001 1.6320 0.00 -0.01 0.00
H -3.7047 4.9138 3.3637 0.00 0.00 0.00
H -5.4190 3.4054 1.8811 0.00 0.00 0.00
H -5.6424 1.1679 1.0766 -0.01 0.00 0.00
H -5.0446 -0.4853 2.8535 0.00 0.00 0.01
H -3.9639 -2.9789 2.8984 0.00 -0.02 0.01
H -0.9171 -2.8437 -0.7148 0.00 0.01 0.00
H -0.5039 -4.3369 0.1505 0.00 -0.01 -0.01
H -0.5521 -2.7823 1.0004 0.04 0.02 0.05
H -3.2469 -3.5460 -1.4552 -0.01 0.02 -0.03
H -4.2827 -4.4560 -0.3313 -0.01 0.00 -0.01
H -2.7653 -5.1673 -0.9203 0.01 0.00 0.00
H -2.0363 -4.2058 2.6175 0.01 0.00 0.01
H -2.0000 -5.5163 1.4373 -0.01 0.01 -0.02
H -3.5544 -4.9015 1.9980 -0.01 0.00 0.02
H -6.0327 0.4229 -1.2508 -0.01 -0.01 0.00
H -5.4184 1.3498 -3.7340 0.00 -0.01 0.01
H -1.6411 4.2540 -3.0141 0.00 0.00 0.01
H -1.6198 3.9408 -4.7619 0.01 0.00 0.01
H -1.2774 2.6379 -3.6194 0.00 0.01 0.02
H -3.9981 5.0429 -2.8978 0.00 0.00 0.00
H -5.2576 4.2730 -3.8867 0.00 -0.01 0.00
H -3.9011 5.1090 -4.6690 0.00 0.01 0.00
H -3.1796 1.4002 -5.0292 0.01 0.00 -0.01
H -3.1413 2.8977 -5.9397 0.01 0.01 0.01
H -4.6809 2.2985 -5.3427 0.00 0.01 0.01
N -0.1428 0.6584 -3.2076 0.11 -0.21 -0.03
C -0.0320 0.2644 -4.2974 0.05 0.10 -0.08
N 0.1632 -0.2049 -5.5018 -0.16 0.05 0.03
C -0.5512 0.3206 -6.4766 0.12 -0.02 -0.01
N -1.1256 0.7357 -7.3995 -0.06 -0.02 -0.03
C 2.1130 3.5841 0.2725 0.01 -0.03 -0.01
C 2.6075 2.2017 -0.1791 -0.01 -0.02 0.19
O 3.7303 2.1230 -0.7163 -0.03 0.10 -0.07
N 1.7393 1.2483 0.0941 0.01 0.44 -0.04
Te 2.1870 -0.9686 -0.4283 0.32 -0.46 -0.11
C 3.0937 -2.8452 -1.1761 -0.02 0.07 0.01
C 3.3144 -3.9646 -0.3678 0.02 0.00 0.05
C 2.9879 -3.9709 1.1040 0.00 -0.03 -0.01
C 3.8600 -5.1242 -0.9231 -0.01 0.01 -0.01
C 4.1829 -5.2060 -2.2672 0.00 0.00 0.00
C 4.7835 -6.4573 -2.8534 0.00 0.00 0.00
C 3.9380 -4.0952 -3.0655 0.01 0.00 0.00
C 3.3996 -2.9223 -2.5460 0.03 -0.01 0.00
C 3.1537 -1.7652 -3.4798 -0.02 -0.02 -0.01
C 3.6162 -0.8579 1.1435 -0.02 0.08 0.02
C 3.2156 -0.9263 2.4801 0.02 -0.02 0.00
C 1.7804 -1.0137 2.9230 -0.03 0.00 0.03
C 4.1869 -0.8936 3.4834 -0.01 0.00 0.01
C 5.5342 -0.7770 3.1958 0.00 0.01 0.01
C 6.5706 -0.7599 4.2890 0.00 0.00 0.00
C 5.9076 -0.6550 1.8630 -0.01 0.02 0.01
C 4.9760 -0.6742 0.8315 0.00 0.04 -0.05
C 5.4521 -0.4317 -0.5737 0.01 -0.11 -0.03
H 2.8526 4.0198 0.9466 0.00 -0.01 0.00
H 1.1436 3.5277 0.7649 0.00 0.01 0.01
H 2.0327 4.2202 -0.6106 0.00 0.00 0.00
H 2.0834 -3.3962 1.3095 -0.01 -0.01 -0.01
H 3.7908 -3.5169 1.6898 -0.01 -0.01 -0.01
H 2.8423 -4.9939 1.4583 0.00 -0.01 0.00
H 4.0252 -5.9871 -0.2826 0.00 0.00 0.00
H 4.7605 -7.2771 -2.1340 0.00 0.00 0.00
H 5.8251 -6.2976 -3.1441 0.00 0.00 0.00
H 4.2420 -6.7753 -3.7468 0.00 0.00 0.00
H 4.1679 -4.1409 -4.1266 0.00 0.00 0.00
H 3.5598 -1.9766 -4.4698 0.00 0.00 0.00
H 3.6029 -0.8458 -3.0997 0.00 0.00 0.00
H 2.0870 -1.5647 -3.5994 0.00 0.02 0.01
H 1.0985 -1.1728 2.0931 -0.03 -0.03 -0.03
H 1.4712 -0.0806 3.3974 -0.01 0.03 0.00
H 1.6456 -1.8217 3.6479 0.02 0.02 0.01
H 3.8654 -0.9575 4.5196 0.00 0.00 0.00
H 6.1011 -0.7475 5.2735 0.00 0.00 0.00
H 7.2132 0.1198 4.2099 0.00 0.00 0.00
H 7.2162 -1.6404 4.2360 0.00 0.00 0.00
H 6.9558 -0.5131 1.6149 0.00 0.00 0.00
H 6.5074 -0.1519 -0.5687 0.01 -0.02 0.00
H 4.8722 0.3842 -1.0134 0.02 -0.03 0.03
H 5.3355 -1.3203 -1.1958 -0.02 -0.08 -0.03
```
Positions in Å, forces in eV/Å.

Atomic partial charges in e from the Löwdin method, atoms 1 to 8: Na -0.078; C -0.051; C -0.542; C -0.094; C -0.029; N -0.004; C -0.081; C -0.085



[2]
Density functional theory data (ωB97M-V with the def2-TZVPD basis set) for a structure of composition C43H61AuN4OSSi2.

Values from the calculation:
Total charge ... 0
Maximum force ... 0.63 eV/Å
Highest occupied orbital energy (spin up / spin down) ... -6.905 / -6.730 eV
2S+1 ... 3
Expectation value of S² ... 2.051
Energy ... -83872.2885 eV

```
113
Properties=species:S:1:pos:R:3:forces:R:3
Au -0.3627 0.8607 -0.5330 0.37 0.48 0.01
C -2.9356 3.0539 0.3144 0.15 -0.10 -0.20
Si -2.6516 1.4729 -0.7157 -0.38 0.20 -0.10
C -3.0791 1.8719 -2.5372 0.28 -0.08 0.22
C -4.1298 0.3691 -0.1686 0.24 -0.58 0.11
C -5.2789 1.1516 0.0214 0.19 0.16 -0.08
C -6.4965 0.6327 0.4119 -0.10 0.09 -0.02
C -6.6142 -0.7271 0.6134 -0.24 -0.07 0.03
C -5.5133 -1.5306 0.4103 0.24 -0.15 -0.08
C -4.2554 -1.0307 0.0317 0.17 0.51 -0.06
Si -3.1392 -2.5390 -0.1917 -0.45 -0.42 0.10
C -3.8191 -3.4568 -1.7007 0.10 0.10 0.17
C -3.2966 -3.5938 1.3708 -0.14 0.19 -0.20
H -3.7900 3.6344 -0.0398 0.01 -0.04 -0.06
H -2.0608 3.7002 0.2811 -0.10 0.00 -0.05
H -3.1106 2.8051 1.3623 -0.04 -0.01 0.00
H -4.1576 1.9538 -2.6845 -0.03 0.00 0.13
H -2.7139 1.0871 -3.2029 0.00 -0.01 -0.02
H -2.6233 2.8121 -2.8529 -0.01 0.02 -0.01
H -5.2121 2.2200 -0.1450 -0.09 -0.08 0.04
H -7.3477 1.2866 0.5530 0.00 0.02 0.00
H -7.5587 -1.1585 0.9190 -0.01 -0.03 0.00
H -5.6307 -2.6011 0.5444 -0.09 0.01 0.05
H -4.8857 -3.6597 -1.5985 -0.03 0.04 0.02
H -3.3058 -4.4086 -1.8417 -0.07 -0.03 0.03
H -3.6769 -2.8700 -2.6109 -0.02 0.09 0.02
H -3.4594 -4.6449 1.1279 0.06 -0.02 -0.02
H -4.1379 -3.2614 1.9790 0.01 0.01 0.01
H -2.4021 -3.5298 1.9897 0.02 0.06 -0.04
C 3.7725 3.0190 1.9366 -0.01 -0.18 0.01
C 2.8367 2.0560 2.6431 0.13 0.04 0.04
N 2.1932 1.1937 1.6618 0.06 0.18 -0.25
C 2.7070 0.9937 0.4137 -0.07 -0.48 0.17
N 1.9458 0.4288 -0.4884 -0.48 -0.13 -0.05
C 2.5618 0.0138 -1.7418 0.05 -0.03 0.15
C 4.0207 -0.3654 -1.5319 -0.19 0.05 0.06
C 4.7330 0.8369 -0.9485 0.00 -0.10 -0.13
N 4.0201 1.2972 0.2271 -0.01 0.08 0.00
C 4.7438 2.1903 1.1177 -0.01 0.12 0.15
H 4.3124 3.6380 2.6526 0.01 0.01 0.01
H 3.1781 3.6631 1.2848 0.09 0.03 0.04
H 2.0657 2.5924 3.1958 -0.03 -0.04 -0.06
H 3.4027 1.4424 3.3540 -0.02 0.05 0.01
H 1.1841 1.2389 1.6543 0.07 -0.06 0.10
H 2.5090 0.8153 -2.4888 0.05 -0.10 -0.04
H 1.9894 -0.8318 -2.1284 0.03 0.02 -0.04
H 4.4800 -0.6675 -2.4689 0.09 -0.04 -0.10
H 4.0789 -1.1997 -0.8282 0.03 -0.03 -0.05
H 4.7948 1.6412 -1.6936 0.05 -0.01 0.02
H 5.7531 0.5782 -0.6501 -0.02 0.04 0.01
H 5.3822 2.8363 0.5084 -0.02 -0.05 -0.05
H 5.3945 1.6101 1.7851 0.04 0.04 -0.04
C -1.1020 2.1185 4.3647 0.01 0.03 -0.07
C -0.4735 3.0634 3.3732 -0.06 -0.01 -0.03
C -0.0113 4.3158 3.7688 0.03 0.04 -0.01
C 0.5475 5.1651 2.8207 -0.04 -0.08 0.11
C 1.0303 6.5375 3.2112 -0.01 -0.06 -0.05
C 0.6617 4.7633 1.4981 0.02 -0.03 -0.18
C 0.2168 3.4969 1.0423 -0.01 0.07 0.39
C -0.3646 2.6804 2.0502 -0.06 0.15 -0.09
N 0.3559 3.0158 -0.2185 -0.10 -0.46 0.14
C 0.7197 3.8226 -1.3737 -0.02 0.24 -0.40
C 0.5270 2.9855 -2.6437 -0.01 -0.03 0.16
C 2.2125 4.2133 -1.3386 -0.15 -0.04 0.05
C -0.1695 5.0682 -1.5576 0.08 -0.14 0.10
H -1.1649 2.5722 5.3528 0.00 -0.03 0.02
H -0.5218 1.1959 4.4423 -0.02 0.00 0.04
H -2.1092 1.8438 4.0463 -0.01 -0.02 0.03
H -0.1007 4.6300 4.8018 0.00 0.01 0.01
H 0.9209 6.7013 4.2822 0.02 0.03 0.00
H 0.4609 7.3059 2.6855 0.00 0.03 0.03
H 2.0803 6.6692 2.9435 0.02 0.03 0.03
H 1.1213 5.4591 0.8132 -0.02 0.01 -0.01
H -0.7948 1.7271 1.7527 -0.03 -0.01 0.02
H 1.1588 2.0999 -2.6199 -0.04 0.04 -0.03
H 0.7899 3.5798 -3.5201 0.01 -0.02 -0.02
H -0.5096 2.6648 -2.7378 0.01 0.02 -0.04
H 2.8192 3.3060 -1.2937 0.03 0.01 0.02
H 2.4580 4.8370 -0.4816 0.05 0.00 -0.02
H 2.4738 4.7650 -2.2437 0.02 0.00 -0.01
H -1.2111 4.7560 -1.6469 -0.02 0.03 -0.03
H 0.1197 5.5883 -2.4723 -0.03 0.04 0.00
H -0.0963 5.7660 -0.7286 -0.05 0.06 0.00
O -1.4938 -2.3016 -0.4820 0.27 -0.35 -0.07
S -0.8048 -3.7707 -0.9680 0.26 0.41 0.07
C 0.5067 -4.0433 0.2503 -0.48 0.22 -0.19
C 0.0674 -4.4576 1.6241 0.11 0.06 0.15
C -0.7222 -5.5847 1.8300 0.15 -0.01 -0.01
C -1.1043 -5.9486 3.1105 0.02 -0.06 -0.07
C -0.6961 -5.1937 4.2016 0.00 0.05 0.02
C 0.0913 -4.0695 4.0049 -0.02 0.02 0.06
C 0.4711 -3.7028 2.7215 -0.08 -0.09 -0.09
C -0.2752 -4.6642 -4.2008 -0.28 0.09 -0.08
C 1.0682 -5.0201 -4.2463 0.49 -0.18 -0.02
C 2.0519 -4.1683 -4.8199 -0.24 -0.05 0.06
C 3.3711 -4.5527 -4.8892 0.13 0.03 -0.01
C 3.7811 -5.7875 -4.3873 -0.06 0.00 0.01
C 2.8397 -6.6372 -3.8068 0.12 -0.03 0.03
C 1.5172 -6.2673 -3.7305 -0.18 0.15 -0.03
H 1.0821 -3.1224 0.2891 0.27 0.00 0.00
H 1.0975 -4.8283 -0.2348 0.05 0.10 -0.02
H -1.0496 -6.1610 0.9723 -0.03 -0.02 0.02
H -1.7277 -6.8206 3.2595 0.00 -0.02 0.00
H -0.9941 -5.4809 5.2011 -0.01 0.01 0.02
H 0.4080 -3.4736 4.8514 0.00 0.00 0.00
H 1.0868 -2.8255 2.5615 -0.01 0.03 0.02
H -0.6155 -3.7164 -4.5918 0.00 0.02 0.02
H -1.0134 -5.3306 -3.7790 -0.01 -0.01 0.02
H 1.7373 -3.2087 -5.2124 0.02 0.00 -0.01
H 4.0992 -3.8889 -5.3399 -0.01 -0.01 0.01
H 4.8196 -6.0847 -4.4447 0.00 0.01 -0.01
H 3.1541 -7.5957 -3.4133 -0.01 0.00 0.01
H 0.7873 -6.9276 -3.2772 0.01 -0.04 -0.01
```
Positions in Å, forces in eV/Å.

Atomic partial charges in e from the Löwdin method, atoms 1 to 8: Au 0.821; C -0.215; Si 0.498; C -0.223; C -0.262; C -0.128; C -0.083; C -0.087